No. 1
Below is the ion C4H4F2NO with charge +1, with properties calculated with ωB97M-V/def2-TZVPD.

The geometry in XYZ format:
```
12
Properties=species:S:1:pos:R:3:forces:R:3
C 0.452 -1.826 0.261 -1.7 -0.2 0.3
C 0.155 -0.425 -0.042 -5.9 1.2 2.4
C -1.190 0.459 0.309 4.3 -2.8 -2.5
F -2.445 0.296 0.503 1.8 0.1 0.1
C -0.434 1.652 -0.145 1.4 5.4 0.1
F -0.877 2.358 -1.239 0.1 -1.6 0.3
N 0.786 0.718 -0.420 -1.1 -0.5 0.4
O 1.889 0.911 -0.829 -0.5 0.4 0.0
H 0.742 -2.017 1.270 -0.5 0.4 1.3
H 1.321 -2.147 -0.148 2.7 -0.7 -2.2
H -0.327 -2.573 -0.017 0.2 1.0 0.1
H -0.071 2.594 0.496 -0.8 -2.6 -0.3
```
Forces are in eV/Å.

Properties
Calculated total energy = -484.05044 hartree
Charge = +1
HOMO level (alpha / beta) = -15.819 / -15.825 eV
LUMO (alpha / beta) = -0.277 / -0.277 Eh
Orbital gap (alpha / beta) = 8.282 / 8.291 eV
SMILES = CC1=C(F)[C@H](F)[N+]1=O


No. 2
Below is an isolated molecule of C4H4F2NP, with properties calculated with ωB97M-V/def2-TZVPD.

The geometry in XYZ format:
```
12
Properties=species:S:1:pos:R:3:forces:R:3
F -1.489 -2.652 1.330 1.4 -0.8 -1.2
P -0.339 -3.087 0.222 -4.1 1.1 -1.1
F -1.386 -3.929 -0.789 1.7 1.2 1.4
C -0.142 -1.271 -0.721 -1.3 0.9 3.6
C 0.365 -0.596 0.541 1.3 -0.7 1.0
C -0.261 0.591 0.721 0.2 0.8 -2.5
C -0.990 0.738 -0.548 -0.7 -2.4 -0.2
N -0.979 -0.284 -1.359 -0.1 -0.6 0.7
H 0.632 -1.669 -1.249 2.4 -0.6 -2.3
H 1.151 -1.137 1.145 -1.0 1.1 -0.3
H -0.183 1.591 1.173 0.5 -1.3 1.1
H -1.689 1.501 -0.765 -0.2 1.2 -0.3
```
Forces are in eV/Å.

Properties
Calculated total energy = -750.63354 hartree
HOMO level = -9.923 eV
LUMO = -0.003 Eh
Orbital gap = 9.828 eV
SMILES = FP(F)[C@@H]1C=CC=N1


No. 3
Below is a structure of composition C4H4F4P2, with properties calculated with ωB97M-V/def2-TZVPD.

The geometry in XYZ format:
```
14
Properties=species:S:1:pos:R:3:forces:R:3
C 0.438 -1.020 0.253 0.2 5.6 -3.0
C -0.696 -0.464 -0.499 0.5 2.7 -0.7
C 1.311 0.230 0.130 2.8 -2.4 1.2
C 0.431 1.096 -0.681 -4.1 -4.1 -1.0
F 1.765 0.792 1.296 -0.5 -0.1 -0.3
F 2.487 -0.090 -0.563 -0.6 0.4 0.2
F -0.152 2.097 -0.041 0.9 0.8 -0.8
F 0.767 1.249 -1.964 0.0 1.3 0.8
P 0.581 -2.337 1.299 -1.3 -4.6 1.5
P -2.187 0.175 0.525 1.0 -2.7 1.9
H -1.153 -0.953 -1.412 1.0 0.4 0.9
H 1.636 -1.855 1.955 1.6 0.8 1.2
H -3.011 -0.341 -0.410 -1.4 -0.3 -0.9
H -2.217 1.421 0.112 -0.1 2.4 -1.1
```
Forces are in eV/Å.

Properties
Calculated total energy = -1236.74734 hartree
HOMO level (alpha / beta) = -7.270 / -9.640 eV
Multiplicity = 3
LUMO (alpha / beta) = 0.030 / -0.112 Eh
Orbital gap (alpha / beta) = 8.096 / 6.589 eV


No. 4
Below is a cluster of 2 separate species, C4H4F5IO3S in total, with properties calculated with ωB97M-V/def2-TZVPD.

The geometry in XYZ format:
```
18
Properties=species:S:1:pos:R:3:forces:R:3
C -0.065 1.530 -0.398 -0.9 4.5 3.0
C 0.310 -2.284 0.358 -1.8 -2.4 -5.4
C 1.339 -0.101 0.064 3.2 -3.6 1.8
C 0.867 -3.622 -0.219 -1.1 -1.0 -1.5
O 2.210 -1.098 2.472 0.1 -1.5 0.8
O 2.034 1.330 2.176 0.6 2.0 0.9
O 1.021 -1.377 -0.360 1.0 2.8 0.3
F -1.009 -2.197 -0.129 1.0 0.0 1.4
F 2.152 -3.676 -0.010 1.4 0.2 0.1
F 0.339 -4.694 0.383 -0.5 0.3 0.2
F 0.637 -3.785 -1.569 0.2 0.6 1.5
F -0.025 0.072 2.183 1.8 -0.7 0.3
S 1.628 0.034 1.893 -3.8 0.3 -1.9
I 3.313 0.524 -0.477 -0.1 0.0 -1.1
H 0.376 2.423 0.193 -0.9 -2.0 -0.5
H 0.080 1.722 -1.371 0.3 0.0 -3.6
H -0.870 0.940 -0.029 -0.3 -0.4 0.3
H 0.405 -2.452 1.354 -0.1 0.9 3.4
```
Forces are in eV/Å.

Properties
Calculated total energy = -1575.49540 hartree
HOMO level (alpha / beta) = -7.031 / -10.642 eV
Multiplicity = 3
LUMO (alpha / beta) = -0.013 / -0.131 Eh
Orbital gap (alpha / beta) = 6.681 / 7.085 eV


No. 5
Below is an isolated molecule of C4H4FN, with properties calculated with ωB97M-V/def2-TZVPD.

The geometry in XYZ format:
```
10
Properties=species:S:1:pos:R:3:forces:R:3
F -1.977 0.418 -1.468 0.2 0.0 -0.1
C -0.899 0.186 -0.705 1.1 -0.1 0.4
C -0.868 -0.740 0.375 0.3 0.5 -0.1
C 0.392 -0.626 0.929 -0.3 0.2 -0.2
N 1.124 0.285 0.200 0.6 -0.2 0.8
C 0.349 0.786 -0.820 -0.7 0.2 -0.3
H -1.692 -1.364 0.698 0.2 0.1 0.0
H 0.789 -1.063 1.829 0.1 -0.1 -0.1
H 2.059 0.613 0.510 -1.3 -0.4 -0.7
H 0.721 1.504 -1.547 -0.2 -0.2 0.3
```
Forces are in eV/Å.

Properties
Calculated total energy = -309.42159 hartree
HOMO level = -8.421 eV
LUMO = 0.034 Eh
Orbital gap = 9.359 eV
SMILES = Fc1cc[nH]c1


No. 6
Below is an isolated molecule of C4H4FN, with properties calculated with ωB97M-V/def2-TZVPD.

The geometry in XYZ format:
```
10
Properties=species:S:1:pos:R:3:forces:R:3
C -1.173 0.663 1.258 4.2 -1.5 -3.1
C 0.131 0.949 0.714 -5.6 -3.5 1.0
C -1.465 2.196 2.985 1.9 1.5 4.0
C 0.647 -0.115 -0.160 -1.0 -2.8 0.8
N -1.714 1.495 2.069 -3.4 1.9 0.2
F -1.967 3.304 3.535 -0.6 -0.5 -1.1
H -1.772 -0.282 1.024 1.2 1.4 0.0
H 1.064 -1.006 0.406 0.7 1.5 -0.4
H 1.251 0.407 -0.805 2.2 0.0 -2.1
H -0.116 -0.778 -0.742 0.5 2.0 0.6
```
Forces are in eV/Å.

Properties
Calculated total energy = -309.17920 hartree
HOMO level (alpha / beta) = -7.776 / -8.636 eV
Multiplicity = 3
LUMO (alpha / beta) = 0.032 / -0.051 Eh
Orbital gap (alpha / beta) = 8.641 / 7.243 eV


No. 7
Below is an isolated molecule of C4H4FNOS, with properties calculated with ωB97M-V/def2-TZVPD.

The geometry in XYZ format:
```
12
Properties=species:S:1:pos:R:3:forces:R:3
C -0.564 1.616 0.019 -0.6 0.4 5.0
C -0.602 0.187 0.583 -1.2 -0.7 1.6
N -1.016 -0.713 -0.482 7.0 -4.1 -1.8
C 0.176 -1.489 -0.849 -7.1 5.4 2.7
F 0.206 -2.250 -1.869 0.0 -0.7 -0.6
C 1.359 -1.276 -0.019 2.1 -0.4 1.4
O 2.388 -1.888 -0.172 -0.4 0.2 -0.3
S 1.088 -0.100 1.314 -0.7 -1.4 -1.7
H 0.152 2.187 0.660 -0.5 -0.3 -0.8
H -1.507 2.055 0.271 -0.8 0.5 -0.4
H -0.335 1.728 -0.963 0.7 -0.1 -2.9
H -1.345 -0.057 1.506 1.5 1.2 -2.2
```
Forces are in eV/Å.

Properties
Calculated total energy = -782.79782 hartree
HOMO level (alpha / beta) = -10.008 / -10.009 eV
LUMO (alpha / beta) = -0.037 / -0.037 Eh
Orbital gap (alpha / beta) = 9.001 / 9.001 eV
SMILES = C[C@H]1N=C(F)C(=O)S1


No. 8
Below is a structure of composition C4H4GaO5, with properties calculated with ωB97M-V/def2-TZVPD.

The geometry in XYZ format:
```
14
Properties=species:S:1:pos:R:3:forces:R:3
O 2.255 -1.707 -2.068 -1.3 1.5 2.6
C 1.826 -1.053 -1.118 1.8 -2.0 -4.6
O 2.236 -1.157 0.095 0.0 0.6 3.2
O 0.898 -0.111 -1.396 -0.8 1.1 1.9
C 0.517 0.934 -0.432 -1.5 0.8 -4.1
H 0.996 1.850 -0.818 0.4 -0.2 0.8
C -0.988 1.118 -0.543 -0.6 0.3 0.9
H -1.373 0.878 -1.551 0.6 0.0 0.4
H -1.542 0.501 0.181 0.1 0.2 -0.4
H -1.241 2.171 -0.343 0.1 -0.4 0.0
C -1.645 -1.198 2.272 -1.6 -1.9 -0.7
O -0.962 -0.441 2.825 1.2 0.9 0.0
O -2.319 -1.976 1.739 0.7 0.9 0.4
Ga 1.342 0.191 1.158 1.0 -1.8 -0.6
```
Forces are in eV/Å.

Properties
Calculated total energy = -2455.47386 hartree
Charge = +1
HOMO level (alpha / beta) = -14.680 / -14.682 eV
LUMO (alpha / beta) = -0.324 / -0.324 Eh
Orbital gap (alpha / beta) = 5.856 / 5.858 eV


No. 9
Below is a structure of composition C4H4HgO, with properties calculated with ωB97M-V/def2-TZVPD.

The geometry in XYZ format:
```
10
Properties=species:S:1:pos:R:3:forces:R:3
C 0.154 2.757 -0.088 -0.6 -0.2 0.0
C 0.663 1.584 -0.073 -0.6 -3.6 0.1
H 1.724 1.315 -0.124 -0.4 0.3 0.0
H -0.761 3.340 -0.062 0.4 -0.2 0.0
C -0.251 -0.104 0.009 0.7 3.1 -0.3
C 0.384 -1.304 0.032 0.0 1.3 0.2
O -0.164 -2.480 0.036 1.1 -0.1 -0.8
Hg -1.908 -3.864 0.193 -0.5 0.0 0.3
H -1.334 0.039 0.051 0.4 -0.2 0.1
H 1.493 -1.283 0.027 -0.4 -0.3 0.3
```
Forces are in eV/Å.

Properties
Calculated total energy = -383.21874 hartree
HOMO level (alpha / beta) = -8.458 / -7.785 eV
Multiplicity = 3
LUMO (alpha / beta) = 0.017 / -0.111 Eh
Orbital gap (alpha / beta) = 8.919 / 4.766 eV


No. 10
Below is an isolated molecule of C4H4I2, with properties calculated with ωB97M-V/def2-TZVPD.

The geometry in XYZ format:
```
10
Properties=species:S:1:pos:R:3:forces:R:3
C -0.567 1.658 0.203 -1.1 -0.3 1.5
C 0.005 1.027 -0.725 2.7 -2.8 0.0
C -0.507 -0.806 0.764 0.7 -0.6 0.5
C 0.493 -0.363 -0.176 0.1 1.2 -1.9
I -0.008 -2.199 2.253 -0.1 0.5 -0.4
I 0.904 -1.799 -1.907 -0.4 -0.4 -0.3
H -0.956 2.414 0.793 -0.7 1.2 0.5
H 0.558 1.394 -1.556 -0.1 0.4 -1.1
H -1.514 -0.945 0.413 -0.2 0.3 0.0
H 1.591 -0.381 -0.061 -0.9 0.5 1.2
```
Forces are in eV/Å.

Properties
Calculated total energy = -750.01038 hartree
HOMO level (alpha / beta) = -8.547 / -8.341 eV
LUMO (alpha / beta) = -0.048 / -0.013 Eh
Orbital gap (alpha / beta) = 7.234 / 7.980 eV